Entry from OMol25: a structure of composition C23H19N7NiO3 (ωB97M-V/def2-TZVPD).

Summary:
E_HOMO (alpha / beta) in Eh: -0.2477 / -0.2492
Frontier orbital gap (alpha / beta) in eV: 6.501 / 6.534
Net charge: 0
Calculated total energy in Eh: -3005.3013
2S+1: 3

```
53
Properties=species:S:1:pos:R:3:forces:R:3:mulliken_charge:R:1
Ni 0.318 0.717 -0.411 0.69 -0.29 -0.15 -0.257
O 2.540 3.986 0.511 0.02 0.04 -0.02 -0.746
C 2.113 2.904 0.128 -0.08 -0.09 -0.11 0.383
N 0.865 2.545 -0.212 -0.28 0.26 0.18 -0.024
C -0.225 3.438 -0.183 -0.16 0.04 0.05 0.127
C -0.119 4.827 -0.232 -0.05 -0.05 0.03 -0.587
C -1.265 5.607 -0.259 0.03 0.04 0.00 -0.611
C -2.514 5.011 -0.235 -0.07 -0.01 0.00 -0.697
C -2.634 3.631 -0.181 0.08 -0.01 0.02 -0.336
C -1.498 2.825 -0.159 0.13 0.08 0.02 0.464
N -1.527 1.409 -0.220 -0.19 0.18 0.04 0.033
C -2.584 0.759 0.301 0.15 0.01 0.07 0.191
O -3.422 1.196 1.094 -0.04 -0.01 -0.03 -0.703
C -2.773 -0.682 -0.146 -0.04 -0.04 -0.10 0.533
C -3.681 -1.482 0.547 0.12 0.02 0.01 -0.535
C -3.910 -2.769 0.099 -0.02 -0.04 0.02 -0.360
C -3.245 -3.216 -1.036 0.01 0.01 -0.01 -0.682
C -2.371 -2.343 -1.664 0.00 0.04 0.04 -0.395
N -2.130 -1.108 -1.230 -0.05 0.00 -0.04 -0.270
C 3.094 1.758 -0.014 0.12 0.00 0.04 0.627
C 4.453 2.013 0.118 -0.05 -0.02 0.02 -0.686
C 5.342 0.968 -0.032 0.05 0.01 0.00 -0.282
C 4.847 -0.300 -0.300 -0.05 -0.02 0.01 -0.826
C 3.477 -0.462 -0.407 0.02 0.00 0.03 -0.069
N 2.612 0.541 -0.269 -0.10 0.11 -0.07 -0.113
H 0.857 5.283 -0.238 0.01 -0.01 -0.01 0.436
H -1.172 6.686 -0.297 -0.01 0.00 0.00 0.378
H -3.411 5.617 -0.253 0.01 0.01 0.00 0.374
H -3.611 3.175 -0.148 -0.01 -0.02 -0.01 0.430
H -4.186 -1.063 1.407 -0.02 0.01 -0.01 0.495
H -4.610 -3.414 0.616 0.00 -0.01 0.00 0.436
H -3.412 -4.207 -1.437 -0.01 0.00 0.01 0.433
H -1.839 -2.636 -2.565 -0.01 -0.02 0.01 0.600
H 4.762 3.025 0.334 -0.01 0.00 -0.01 0.480
H 6.408 1.134 0.056 0.00 0.00 0.00 0.430
H 5.504 -1.149 -0.428 0.00 0.00 0.00 0.441
H 3.057 -1.435 -0.622 0.01 -0.02 -0.03 0.206
C 1.105 -3.977 -1.550 -0.02 0.00 -0.02 -0.809
N 0.707 -3.209 -0.377 0.07 0.03 0.04 0.305
C 0.437 -3.787 0.823 -0.02 0.01 -0.07 -0.161
C 0.052 -3.069 1.898 -0.01 0.01 0.00 -1.199
C -0.064 -1.653 1.726 -0.14 -0.02 0.09 0.810
N 0.235 -1.100 0.570 0.09 -0.03 -0.08 0.024
C 0.588 -1.837 -0.518 -0.20 -0.01 0.14 0.565
O 0.783 -1.266 -1.585 0.01 -0.19 -0.09 -0.558
N -0.484 -0.857 2.712 0.05 0.01 0.02 -0.339
H 1.105 -5.033 -1.294 0.00 0.00 0.00 0.339
H 2.100 -3.675 -1.875 -0.01 0.00 -0.01 0.255
H 0.408 -3.793 -2.365 0.00 0.00 0.00 0.255
H 0.538 -4.863 0.856 0.00 0.00 0.01 0.433
H -0.176 -3.551 2.835 0.00 0.01 0.00 0.393
H -0.793 -1.237 3.588 -0.01 0.00 -0.01 0.220
H -0.651 0.121 2.524 -0.03 -0.01 -0.04 0.151
```
Forces are in eV/Å.